(1)
{"formula": "C10H41HgN6O14", "method": "ωB97M-V/def2-TZVPD", "symbols": ["Hg", "C", "O", "H", "H", "H", "C", "C", "O", "O", "H", "H", "H", "H", "H", "H", "C", "C", "O", "O", "H", "H", "H", "H", "H", "H", "C", "C", "O", "O", "H", "H", "H", "H", "H", "H", "C", "O", "N", "N", "H", "H", "H", "H", "C", "O", "N", "N", "H", "H", "H", "H", "C", "O", "N", "N", "H", "H", "H", "H", "O", "H", "H", "O", "H", "H", "O", "H", "H", "O", "H", "H"], "coordinates": [[23.0083, 4.8059, -10.7276], [23.2131, 1.3541, -10.4950], [22.6462, 2.5078, -9.9831], [24.2865, 1.3753, -10.6834], [22.9560, 0.5068, -9.8593], [22.7164, 1.0671, -11.4218], [19.0791, 0.9291, -11.3759], [19.5491, 0.1661, -12.5849], [20.5031, 0.8351, -13.3949], [18.4930, 2.2091, -11.6487], [19.8827, 1.0691, -10.6529], [18.4101, 0.1936, -10.9291], [18.6418, 0.1315, -13.1879], [19.7461, -0.8883, -12.3913], [20.1224, 0.8931, -14.2743], [18.7469, 2.8207, -10.9536], [27.4548, 1.0475, -13.6513], [25.9729, 1.0916, -13.1557], [25.1887, 0.5347, -14.2233], [28.0377, -0.2124, -13.3696], [27.9473, 1.9055, -13.1937], [27.6538, 1.3942, -14.6653], [25.7881, 2.1562, -13.0125], [25.6381, 0.5957, -12.2446], [24.9713, -0.3953, -14.1262], [28.5495, -0.2700, -12.5595], [26.4973, 4.0893, -10.3458], [27.3820, 5.0285, -11.2548], [26.6710, 5.1556, -12.4061], [25.3634, 4.7576, -9.8405], [27.3255, 3.8644, -9.6738], [26.2194, 3.1182, -10.7554], [28.3695, 4.6305, -11.4884], [27.4701, 6.0566, -10.9037], [27.3762, 5.4722, -12.9753], [25.6060, 5.1644, -9.0055], [28.2900, 0.7669, -9.9989], [28.8102, 0.3522, -10.9702], [27.0159, 0.5672, -9.7092], [28.8060, 1.6601, -9.2276], [26.6415, -0.2499, -10.1700], [26.6352, 0.9014, -8.8354], [29.7980, 1.8161, -9.3355], [28.3123, 2.1895, -8.5233], [21.5419, 1.1357, -6.3081], [22.6012, 1.3036, -5.7154], [20.6181, 0.3903, -5.8761], [21.2204, 1.7876, -7.3573], [20.9421, -0.2975, -5.2113], [19.6677, 0.5438, -6.1816], [20.5254, 1.3572, -7.9505], [21.9155, 2.3445, -7.8334], [24.9407, -2.7370, -10.1910], [25.1478, -3.1008, -8.9704], [25.7958, -2.3895, -11.0592], [23.8078, -2.3916, -10.6967], [26.7275, -2.5757, -10.7165], [25.6554, -2.2194, -12.0448], [23.8362, -2.2410, -11.6951], [22.9357, -2.2247, -10.2154], [22.7756, 1.9456, -14.4958], [22.2414, 1.6005, -13.7803], [23.4444, 1.2763, -14.6403], [21.4998, -1.5677, -9.2789], [21.4674, -0.6487, -9.0129], [20.6321, -1.7427, -9.6432], [24.6473, 0.8197, -7.6398], [24.0038, 0.9537, -6.9440], [24.1398, 0.8732, -8.4496], [20.0014, 3.4039, -9.6000], [20.0756, 3.6774, -8.6858], [20.8784, 3.0978, -9.8309]], "forces_ev_per_a": [[0.3088, -0.5498, 0.0386], [-0.2893, 0.3064, -1.3669], [0.5582, 0.1374, 0.2118], [0.1729, 0.2531, 0.5399], [-0.0673, -0.1317, 0.4930], [-0.2617, 0.0035, -0.3309], [0.5219, 0.4186, 0.5454], [-1.7336, 0.9339, -1.2599], [0.5950, -0.3150, 0.5152], [0.1958, -1.5243, -0.5729], [0.3869, -0.0053, 0.1823], [-0.6437, 0.3173, 0.3770], [-0.2577, -0.2339, -0.1347], [0.6617, 0.0704, 0.3576], [0.2223, 0.1932, -0.1228], [0.0377, -0.0321, 0.2197], [2.7688, 0.1342, 1.0693], [-2.3058, -1.5652, -1.7167], [0.8046, 1.4268, 0.6267], [-1.9373, 1.2434, -2.6980], [0.3322, -0.4748, 1.3864], [-1.2077, -1.2142, -0.7520], [-0.1800, 0.1820, -0.6224], [1.2205, -0.2000, 0.2459], [0.1653, -0.3040, 0.3575], [0.7489, 0.6807, 2.2837], [3.3087, 0.9070, -0.5758], [-1.5590, -0.9366, 1.3028], [-0.4212, 0.0634, -2.9934], [-0.3517, -0.1018, 0.2991], [-0.9167, -0.2602, 1.4947], [-0.1074, 0.3362, -0.5204], [0.1805, -0.4010, 0.6608], [0.3504, -0.2007, 1.3010], [-0.7419, 0.4022, -1.2442], [-0.1998, 0.2620, 0.2547], [-3.0737, 1.6793, 1.9094], [2.7951, -2.7774, -4.6547], [-2.5428, -1.1248, -0.3877], [3.3440, 2.8999, 2.1967], [-0.5526, -0.1014, 0.5346], [-0.2996, -0.6526, 0.1353], [-0.1032, 0.2585, 0.1912], [0.1985, -0.5666, 0.0141], [3.9731, 1.0410, 3.0317], [1.4432, -0.2168, -0.1594], [-3.3979, -3.7383, 1.9993], [-1.1494, 3.0235, -5.9036], [-0.8899, 0.0371, 0.2739], [0.0962, -0.6635, 0.4830], [-0.0435, 0.4432, -0.1545], [-0.0446, -0.0582, 0.3566], [-1.8466, -1.4229, 8.2557], [-0.1778, 1.0595, -4.3851], [8.2526, 0.8342, -2.7863], [-5.6303, 0.6963, -1.6016], [0.4550, -0.2154, -0.7855], [0.0432, -0.4278, 0.4758], [-0.8273, 0.0175, 0.3698], [0.0668, -0.5592, 0.2644], [0.3442, 0.5334, 0.0945], [-0.6966, -0.2277, 0.1208], [0.1569, 0.0035, -0.2463], [0.1087, 0.1316, -0.0746], [-0.0997, 0.1574, 0.3312], [-0.3961, -0.2375, -0.0837], [0.8437, 0.0848, -1.0449], [-0.6046, 0.1937, 1.1450], [0.0328, -0.1007, 0.1101], [-0.0494, 0.4202, -0.1336], [-0.2983, 0.1623, 0.4330], [0.2106, -0.4071, -0.1769]], "multiplicity": 2, "charge": 2, "orbital_gap_ha": [0.149, 0.101], "s_squared": 1.48, "e_lumo_ev": [-10.117, -11.357], "e_tot_ha": -1940.0502}

***

(2)
{"formula": "C10H49N2O20", "method": "ωB97M-V/def2-TZVPD", "symbols": ["C", "C", "C", "C", "C", "C", "C", "C", "N", "C", "N", "C", "H", "H", "H", "H", "H", "H", "H", "H", "H", "O", "H", "H", "O", "H", "H", "O", "H", "H", "O", "H", "H", "O", "H", "H", "O", "H", "H", "O", "H", "H", "O", "H", "H", "O", "H", "H", "O", "H", "H", "O", "H", "H", "O", "H", "H", "O", "H", "H", "O", "H", "H", "O", "H", "H", "O", "H", "H", "O", "H", "H", "O", "H", "H", "O", "H", "H", "O", "H", "H"], "coordinates": [[5.1769, -1.3836, 1.0489], [4.8081, -2.1795, -0.1546], [3.4278, -2.0203, -0.6536], [2.4778, -1.1081, 0.0190], [1.0216, -0.9905, -0.4921], [-0.0695, -1.0632, 0.5166], [-1.4102, -0.9104, -0.1063], [-1.4288, -0.7561, -1.5558], [-0.4102, -0.7297, -2.4562], [0.8413, -0.8251, -1.9314], [2.8890, -0.3902, 1.1273], [4.2191, -0.4940, 1.6519], [6.2006, -1.4458, 1.4768], [5.5144, -2.8797, -0.6560], [3.1239, -2.6151, -1.5448], [0.0899, -1.1966, 1.6093], [-2.3455, -0.9079, 0.5090], [-2.4575, -0.6445, -1.9993], [1.7098, -0.7908, -2.6414], [2.1854, 0.2232, 1.5614], [4.5373, 0.1136, 2.5342], [2.8140, 1.5238, -2.2579], [2.7150, 1.0866, -1.4055], [2.7742, 2.4655, -2.0439], [2.8610, 1.8801, 3.0023], [2.8272, 2.2872, 3.8790], [3.4681, 2.4472, 2.5063], [1.7974, -4.2052, 1.7973], [2.2328, -4.7898, 1.1640], [1.8126, -3.3422, 1.3680], [-0.2574, -0.9532, -5.5386], [-0.2862, -0.5526, -4.6595], [0.3397, -0.3844, -6.0382], [5.8435, 2.4752, 1.7453], [5.6942, 2.4188, 0.7917], [6.5913, 1.8850, 1.9002], [-0.0914, -6.1352, 3.0234], [-0.1271, -5.7378, 3.9030], [0.5169, -5.5660, 2.5341], [-2.2177, 1.1630, -4.0405], [-1.6553, 0.6204, -3.4747], [-2.6984, 0.5184, -4.5751], [-1.7710, -5.4362, 5.7885], [-2.2826, -5.3365, 4.9765], [-1.5594, -6.3772, 5.8180], [-3.3479, 3.6171, -2.5759], [-2.9262, 3.0229, -3.2132], [-3.3544, 4.4693, -3.0266], [4.6261, 1.6288, 5.5721], [5.1813, 1.0775, 6.1364], [4.1417, 0.9953, 5.0296], [-6.0206, 2.6606, -0.7907], [-5.2910, 2.9291, -1.3659], [-6.4443, 3.4929, -0.5474], [5.2049, 5.4784, 1.4326], [5.5490, 4.5806, 1.5171], [4.7902, 5.6550, 2.2850], [-4.1065, -2.3792, -0.2353], [-4.6279, -2.2700, -1.0458], [-3.8956, -3.3200, -0.2171], [3.3774, 6.0168, -0.9458], [2.6929, 6.3624, -0.3625], [4.1073, 5.8002, -0.3491], [-7.8651, 0.2339, -1.3641], [-8.3991, 0.8037, -1.9337], [-7.0929, 0.7748, -1.1513], [-9.8091, -0.1282, -3.4340], [-9.2274, -0.6286, -2.8479], [-10.2782, -0.8070, -3.9319], [7.2472, -0.4442, -1.6888], [6.7352, -0.3349, -2.4996], [7.4652, -1.3832, -1.6738], [2.6943, -1.0291, 4.8177], [2.5714, -0.2342, 4.2878], [1.9141, -1.5622, 4.6217], [-9.2513, 3.1503, -0.1069], [-9.7910, 3.2028, -0.9043], [-9.0154, 2.2159, -0.0446], [-5.4355, -1.1618, -2.6295], [-6.3549, -1.2135, -2.3309], [-5.2063, -0.2324, -2.5101]], "forces_ev_per_a": [[-1.9344, 0.0456, -1.2290], [-2.5436, 2.0397, 1.3416], [1.5764, 0.8428, 1.7040], [0.8158, -1.2400, -0.9382], [0.4760, -0.0236, 1.0707], [-1.3167, 0.8640, -4.0926], [3.1224, -0.0954, 0.0404], [-1.2452, -0.1576, 0.9624], [0.6071, 0.0529, 2.3087], [-0.9046, -0.4933, 1.6127], [1.9924, -1.3471, -0.6139], [0.0848, -1.4010, -1.3953], [-1.0119, 0.0891, -0.3606], [-0.6842, 0.7214, 0.5797], [-0.0064, 0.7133, 0.9264], [-0.0856, 0.0748, -1.0365], [0.9812, -0.1135, -0.9724], [1.1892, -0.2196, 0.4697], [-0.9711, 0.0387, 0.8824], [0.7199, -0.0265, 0.0774], [-0.9325, -0.4861, -1.0034], [0.0844, 0.0207, 0.2681], [-0.0244, 0.1266, -0.0690], [-0.0002, 0.0100, -0.1935], [-0.0074, -0.0742, 0.0656], [-0.0954, 0.0852, -0.0762], [0.1168, -0.0704, 0.1100], [0.2182, 0.1219, -0.2268], [-0.0122, -0.0341, 0.1065], [-0.1182, -0.1439, 0.0345], [0.2221, 0.1259, 0.0872], [-0.0418, -0.1507, -0.0465], [-0.1401, -0.0596, -0.0680], [-0.3081, -0.1790, -0.3053], [0.1361, 0.0001, 0.0145], [0.0695, 0.2232, 0.0964], [0.0155, 0.1278, 0.0833], [-0.0173, -0.0637, -0.0303], [-0.1410, 0.0255, 0.1071], [-0.2201, -0.0360, 0.1234], [0.1110, 0.1529, -0.1627], [0.0602, 0.1472, -0.1209], [0.1758, -0.0873, -0.3040], [-0.0436, -0.0232, 0.1095], [-0.0895, 0.0570, 0.0967], [-0.0182, 0.0598, -0.1572], [-0.0470, -0.2510, 0.0666], [-0.0616, -0.0232, 0.1380], [-0.0223, -0.1264, -0.3158], [-0.0954, 0.1106, 0.0712], [0.1689, -0.0644, 0.2694], [0.1334, 0.0081, -0.1855], [0.1315, -0.0015, -0.0202], [-0.2073, -0.1976, 0.0494], [-0.2045, -0.1975, -0.0072], [0.1801, 0.0370, 0.1430], [0.0865, 0.1207, -0.0792], [0.0551, -0.2496, -0.1510], [0.0011, 0.2667, -0.0412], [-0.0376, 0.0810, 0.0947], [-0.0669, -0.2478, 0.0720], [0.0698, 0.0391, -0.1020], [-0.0032, 0.1608, 0.1065], [-0.0247, -0.0220, -0.1199], [0.1166, 0.0588, 0.0168], [0.0027, 0.3123, 0.1613], [0.1095, -0.2261, 0.0790], [-0.0917, -0.0800, -0.0746], [-0.0438, 0.1720, -0.0151], [-0.3197, -0.2402, 0.0719], [0.1187, 0.1152, 0.0175], [0.2015, 0.1319, -0.0849], [0.0223, 0.0815, -0.3850], [-0.1664, 0.0734, 0.0279], [0.0807, -0.0780, 0.2212], [0.0925, -0.1533, -0.1906], [-0.0081, 0.0648, 0.1081], [-0.0185, 0.0600, 0.0855], [0.1048, -0.1178, 0.2165], [-0.0340, 0.1921, -0.0660], [-0.0842, -0.0497, -0.0549]], "charge": 1, "orbital_gap_ha": 0.285, "relative_energy_kcal_mol": 0.00, "e_lumo_ev": -5.016, "e_tot_ha": -2024.4550}

***

Question: Look up the charge of the first one.
Answer: +2

***

Question: Among the records above, which one has the lowest charge?
Answer: C10H49N2O20